This record from the Open Molecules 2025 dataset describes C42H35BrF10N7O6P2S5Ti as an isolated structure at a distorted geometry. The level of theory is ωB97M-V/def2-TZVPD.

Its total charge is 0. The value obtained for the HOMO-LUMO gap (spin up / spin down) is 6.93 / 7.00 eV. The calculation puts the total energy at -259930.586 eV. The HOMO energy (spin up / spin down) comes out at -7.8267 / -7.8797 eV. Its relative energy (zero: lowest compared OMol25 entry of this formula, charge and spin) is 28.0 kcal/mol. As for the multiplicity: 2. The molecular weight is 1273.819 g mol⁻¹.

```
109
Properties=species:S:1:pos:R:3:forces:R:3
Ti 0.8969 -0.9617 -0.2904 -0.35 -1.52 0.26
S -0.4363 -3.2348 0.3597 0.15 0.10 -0.09
C -0.8791 -2.8785 -1.2226 -0.01 0.03 -0.07
N -0.6112 -1.6620 -1.6618 -0.09 0.86 -0.39
C -1.0870 -1.4563 -2.9588 -0.04 -0.13 -0.16
C -1.0318 -0.2953 -3.7210 0.01 0.07 -0.01
C -1.5492 -0.2974 -5.0052 0.03 0.06 0.01
C -2.1280 -1.4406 -5.5456 -0.04 0.00 -0.07
C -2.2040 -2.6002 -4.7991 -0.03 -0.04 0.00
C -1.6884 -2.5938 -3.5138 0.02 0.23 -0.04
S -1.6464 -3.9051 -2.3850 0.02 -0.14 0.28
H -0.5877 0.6094 -3.3371 -0.01 -0.11 0.01
H -1.4911 0.6056 -5.6000 0.00 -0.02 0.01
H -2.5145 -1.4280 -6.5561 0.02 0.01 0.02
H -2.6400 -3.4976 -5.2187 0.02 0.00 0.04
F -6.9628 2.6253 1.5536 -0.14 0.08 0.00
C -5.8494 1.9214 1.6991 0.11 -0.07 -0.02
C -5.5365 1.3527 2.9186 0.14 -0.03 -0.12
F -6.3553 1.4982 3.9509 -0.08 0.02 0.09
C -4.3587 0.6345 3.0426 -0.04 0.07 -0.09
F -4.1096 0.1050 4.2354 0.02 -0.04 0.10
C -3.4662 0.4633 1.9885 0.02 -0.11 0.13
P -1.8316 -0.3559 2.2697 0.14 0.22 -0.28
C -1.3183 0.6191 3.7334 0.03 -0.08 0.16
C -1.1070 1.9831 3.5302 -0.06 -0.01 -0.03
C -0.7057 2.8003 4.5747 -0.06 0.03 0.03
C -0.4843 2.2561 5.8320 0.01 0.01 0.02
C -0.6738 0.8987 6.0388 0.00 0.00 0.00
C -1.0957 0.0823 4.9980 -0.02 0.07 -0.04
C -2.2721 -1.9962 2.9004 0.03 -0.11 0.05
C -3.5308 -2.5649 2.7505 -0.03 0.02 0.03
C -3.7471 -3.8914 3.0976 0.00 -0.02 0.00
C -2.7089 -4.6594 3.6008 -0.03 -0.03 0.01
C -1.4463 -4.1016 3.7482 0.02 0.00 0.02
C -1.2245 -2.7843 3.3858 -0.08 0.01 0.05
C -3.8197 1.0302 0.7640 -0.09 0.06 -0.09
Br -2.7805 0.8486 -0.8038 0.06 -0.06 0.07
C -4.9936 1.7510 0.6256 -0.03 -0.03 0.05
F -5.3363 2.3141 -0.5346 0.00 0.00 -0.06
H -1.2530 2.4224 2.5471 -0.06 -0.04 0.05
H -0.5484 3.8558 4.3950 -0.03 -0.03 0.01
H -0.1544 2.8890 6.6461 -0.01 -0.01 -0.02
H -0.5019 0.4705 7.0186 -0.01 0.00 -0.02
H -1.2753 -0.9665 5.1823 0.00 -0.06 0.01
H -4.3552 -1.9823 2.3572 0.02 -0.01 -0.02
H -4.7317 -4.3239 2.9699 0.02 0.01 0.01
H -2.8792 -5.6951 3.8666 0.00 0.02 0.00
H -0.6239 -4.7002 4.1198 -0.02 0.02 -0.01
H -0.2225 -2.3773 3.4535 0.00 0.01 0.01
F 1.3529 -1.4439 1.7566 0.17 0.23 -0.06
P 2.9154 -2.2454 1.6561 -0.13 0.30 0.00
F 4.3149 -2.9037 1.4230 0.02 -0.09 -0.03
F 3.3923 -0.8236 1.0394 0.18 0.14 -0.01
F 2.4077 -2.6204 0.1131 0.23 0.12 -0.06
F 3.2273 -1.7312 3.1148 -0.02 -0.02 0.07
F 2.2302 -3.5582 2.1922 -0.04 -0.03 -0.01
C -3.3811 4.5455 0.7207 -0.03 0.00 -0.01
C -2.6715 5.8841 0.8151 0.00 0.09 -0.14
S -0.9242 5.7637 1.1229 -0.04 -0.02 -0.12
O -0.4248 7.0795 1.4033 0.08 0.04 -0.02
O -0.6971 4.6915 2.0619 0.01 -0.02 0.04
C -0.2148 5.2244 -0.4379 -0.08 0.00 -0.04
C 1.2066 4.7040 -0.2280 0.01 0.01 0.04
N 1.2286 3.3292 0.2747 -0.01 0.01 0.01
C 0.8261 2.2764 -0.4563 -0.08 0.05 -0.04
N 0.8182 1.1625 0.2730 0.22 -0.18 0.01
C 1.2655 1.5104 1.5267 -0.16 -0.10 -0.01
C 1.5205 2.8377 1.5334 0.04 0.01 0.04
N 2.0431 3.5933 2.6364 -0.06 0.04 0.07
O 2.0530 3.0326 3.7065 0.11 -0.14 0.02
O 2.4492 4.7212 2.4297 0.04 0.16 -0.18
C 0.5176 2.3648 -1.9010 0.08 -0.15 -0.09
H -4.4532 4.7193 0.6225 0.01 -0.02 0.00
H -3.2058 3.9494 1.6167 0.02 0.02 -0.01
H -3.0663 3.9679 -0.1514 0.02 0.01 0.04
H -3.0339 6.4884 1.6490 0.05 -0.04 0.06
H -2.7792 6.4944 -0.0857 0.01 -0.04 0.03
H -0.2024 6.0834 -1.1089 0.00 0.05 0.09
H -0.8673 4.4628 -0.8702 0.03 0.01 0.09
H 1.7613 5.3254 0.4647 0.00 0.04 0.07
H 1.7407 4.7087 -1.1756 -0.01 0.05 -0.04
H 1.3765 0.8013 2.3281 0.03 0.02 0.02
H 1.1611 3.0910 -2.3944 -0.06 0.07 0.01
H -0.5285 2.6067 -2.0972 0.01 -0.02 0.04
H 0.7478 1.3989 -2.3430 -0.01 0.03 0.00
N 6.7791 -6.1028 -3.5773 0.04 -0.04 0.01
C 5.6913 -5.2748 -3.8055 -0.12 0.04 0.03
C 4.4849 -5.4935 -3.1249 0.09 -0.01 -0.03
C 3.3844 -4.7072 -3.3847 -0.09 0.01 0.07
C 3.4668 -3.6836 -4.3235 -0.02 -0.01 -0.04
C 4.6521 -3.4564 -5.0043 0.05 0.05 0.03
C 5.7597 -4.2473 -4.7471 -0.01 -0.04 0.00
S 2.0632 -2.6635 -4.6172 0.18 0.26 -0.09
O 0.9218 -3.5035 -4.8332 -0.05 -0.04 0.13
O 2.4248 -1.7135 -5.6488 0.01 0.02 0.15
N 1.8548 -1.9238 -3.1850 0.26 0.27 0.00
C 2.4995 -0.8262 -2.8716 -0.38 -0.65 -0.06
S 3.5181 0.1962 -3.8814 0.03 -0.07 0.02
C 3.9003 1.1766 -2.4928 0.02 -0.01 0.09
C 3.2418 0.7533 -1.4059 0.11 0.04 -0.16
N 2.4048 -0.3372 -1.6057 -0.32 0.26 0.21
H 6.7875 -6.5829 -2.6930 -0.01 -0.01 0.01
H 7.6791 -5.7279 -3.8244 0.02 0.02 -0.02
H 4.4215 -6.2863 -2.3881 0.01 0.01 -0.03
H 2.4558 -4.8759 -2.8516 0.03 0.01 -0.03
H 4.7025 -2.6579 -5.7322 -0.02 -0.01 0.00
H 6.6853 -4.0719 -5.2832 -0.01 -0.01 0.01
H 4.6244 1.9745 -2.5399 -0.03 -0.04 -0.04
H 3.3481 1.1570 -0.4102 0.03 0.00 -0.03
```
Forces are in eV/Å.